{"formula": "C4H4ClNO3S", "method": "ωB97M-V/def2-TZVPD", "symbols": ["C", "C", "C", "C", "N", "O", "O", "O", "S", "Cl", "H", "H", "H", "H"], "coordinates": [[1.476, 1.687, 0.847], [0.116, 1.175, 0.951], [2.275, 0.802, 0.259], [0.358, -0.010, 0.398], [-0.613, -1.979, -0.332], [-1.793, -0.037, -1.582], [-2.850, -2.263, -1.464], [1.621, -0.311, -0.081], [-1.996, -1.261, -0.892], [-2.764, -0.716, 0.893], [1.733, 2.721, 0.947], [-0.866, 1.673, 1.078], [3.328, 0.749, 0.123], [-0.024, -2.231, -1.145]], "homo_energy_ev": [-8.35, -9.00], "total_charge": 0, "e_tot_ha": -1293.4107, "spin_multiplicity": 3, "relative_energy_ev": 0.000, "lumo_ev": [0.38, -3.86], "s2": 2.017}



{"formula": "C32H27N5PSSeV", "method": "ωB97M-V/def2-TZVPD", "symbols": ["V", "C", "C", "C", "C", "C", "C", "P", "C", "C", "C", "C", "C", "C", "C", "C", "C", "C", "C", "C", "C", "C", "C", "C", "H", "H", "H", "H", "H", "H", "H", "H", "H", "H", "H", "H", "H", "H", "H", "H", "Se", "N", "C", "C", "C", "C", "C", "C", "N", "H", "H", "H", "H", "C", "C", "C", "N", "N", "C", "N", "S", "H", "H", "H", "H", "H", "H", "H"], "coordinates": [[0.017, -0.024, -0.454], [6.369, -1.961, 0.469], [5.958, -1.794, -0.846], [4.755, -1.164, -1.125], [3.952, -0.712, -0.078], [4.376, -0.869, 1.243], [5.583, -1.491, 1.513], [2.443, 0.212, -0.371], [1.837, -0.204, -2.034], [1.253, 0.784, -2.847], [0.683, 0.443, -4.068], [0.695, -0.877, -4.491], [1.254, -1.866, -3.688], [1.805, -1.543, -2.462], [2.692, 1.967, -0.296], [3.894, 2.617, -0.443], [3.939, 4.015, -0.322], [2.793, 4.713, -0.042], [1.550, 4.060, 0.128], [0.370, 4.772, 0.459], [-0.800, 4.099, 0.656], [-0.854, 2.694, 0.507], [0.249, 1.941, 0.153], [1.485, 2.653, -0.005], [7.311, -2.448, 0.681], [6.580, -2.145, -1.658], [4.450, -1.020, -2.154], [3.784, -0.473, 2.060], [5.917, -1.601, 2.536], [1.280, 1.820, -2.530], [0.254, 1.215, -4.692], [0.272, -1.141, -5.451], [1.265, -2.893, -4.030], [2.237, -2.318, -1.840], [4.802, 2.059, -0.638], [4.880, 4.533, -0.441], [2.828, 5.790, 0.069], [0.418, 5.848, 0.568], [-1.699, 4.634, 0.929], [-1.808, 2.220, 0.692], [-2.670, 0.326, -1.625], [-1.987, -0.071, 0.024], [-2.801, -0.942, 0.596], [-2.635, -1.498, 1.895], [-3.565, -2.384, 2.336], [-4.693, -2.776, 1.537], [-4.890, -2.271, 0.298], [-3.937, -1.335, -0.214], [-4.000, -0.811, -1.419], [-1.806, -1.178, 2.512], [-3.475, -2.806, 3.328], [-5.396, -3.481, 1.959], [-5.735, -2.538, -0.321], [-0.255, -5.682, -2.154], [-1.272, -4.832, -1.391], [-0.615, -3.872, -0.457], [-0.539, -2.603, -0.647], [0.150, -1.950, 0.343], [0.577, -2.732, 1.305], [1.220, -2.291, 2.390], [0.178, -4.390, 1.012], [-0.767, -6.362, -2.831], [0.353, -6.283, -1.476], [0.413, -5.053, -2.743], [-1.954, -5.473, -0.829], [-1.877, -4.238, -2.078], [1.378, -1.305, 2.506], [1.545, -2.917, 3.106]], "homo_energy_ev": [-13.32, -13.41], "total_charge": 2, "e_tot_ha": -5593.8594, "spin_multiplicity": 3, "lumo_ev": [-6.69, -6.89], "s2": 2.059}



{"formula": "C14H11BF4N5O4S4SbSeTc", "method": "ωB97M-V/def2-TZVPD", "symbols": ["Tc", "N", "C", "N", "C", "N", "N", "C", "C", "C", "C", "C", "C", "N", "C", "C", "C", "C", "C", "C", "H", "H", "H", "H", "H", "H", "H", "H", "H", "H", "H", "S", "Sb", "S", "S", "S", "F", "B", "F", "F", "F", "O", "Se", "O", "O", "O"], "coordinates": [[-1.099, -0.644, 0.264], [3.127, -1.084, 0.939], [1.891, -1.311, 0.564], [0.925, -0.418, 0.684], [1.208, 0.838, 1.230], [0.272, 1.718, 1.417], [-0.936, 1.248, 0.983], [-1.963, 2.005, 0.893], [-3.175, 1.432, 0.315], [-4.319, 2.184, 0.157], [-5.438, 1.589, -0.417], [-5.364, 0.271, -0.808], [-4.173, -0.428, -0.632], [-3.106, 0.133, -0.080], [2.581, 1.147, 1.583], [2.968, 2.404, 2.059], [4.290, 2.643, 2.357], [5.245, 1.637, 2.184], [4.882, 0.392, 1.717], [3.546, 0.157, 1.420], [3.816, -1.798, 0.742], [1.662, -2.276, 0.139], [-1.909, 3.042, 1.207], [-4.332, 3.218, 0.475], [-6.347, 2.158, -0.556], [-6.206, -0.232, -1.262], [-4.063, -1.449, -0.959], [2.217, 3.171, 2.178], [4.594, 3.614, 2.720], [6.283, 1.836, 2.415], [5.619, -0.389, 1.577], [-0.249, -4.860, 0.523], [-2.331, -5.391, 0.034], [-0.827, -2.300, -1.546], [-1.717, -1.938, 1.697], [-2.565, -4.382, -2.211], [2.653, -0.807, -3.631], [2.694, -0.829, -2.308], [1.129, -1.648, -1.881], [2.518, 0.327, -1.616], [3.522, -1.732, -1.708], [-2.808, -0.342, -3.057], [-1.225, -0.396, -2.818], [-2.441, -2.843, -1.505], [-0.822, 0.520, -1.446], [-0.228, -0.186, -4.031]], "homo_energy_ev": -11.59, "total_charge": 1, "e_tot_ha": -5854.2810, "relative_energy_ev": 0.826, "lumo_ev": -5.55}



{"formula": "C3H4N2O2S", "method": "ωB97M-V/def2-TZVPD", "symbols": ["C", "C", "C", "N", "N", "O", "O", "S", "H", "H", "H", "H"], "coordinates": [[-0.037, -0.040, 0.226], [2.193, -0.813, 0.043], [-2.264, 0.538, 0.153], [1.856, 1.868, -0.626], [0.859, -1.007, -0.114], [3.055, -1.638, -0.034], [-1.253, -0.404, -0.143], [2.614, 1.070, 0.333], [-1.867, 1.315, 0.810], [-3.098, 0.021, 0.631], [-2.610, 0.996, -0.776], [0.554, -1.905, -0.504]], "homo_energy_ev": [-7.82, -9.45], "total_charge": 0, "e_tot_ha": -774.7147, "spin_multiplicity": 3, "relative_energy_ev": 0.818, "lumo_ev": [0.39, -1.60], "s2": 2.018}